# 1
C3H35O15 | the ωB97M-V functional and the def2-TZVPD basis

Structure (XYZ):
```
53
Properties=species:S:1:pos:R:3:forces:R:3
C 0.125 -1.207 -19.451 1.426 1.244 -0.591
C 1.655 -1.232 -19.264 -0.239 -0.038 2.433
C 2.453 -1.369 -20.504 0.375 -0.009 -1.579
O 2.071 -0.171 -18.440 -0.045 -1.234 -0.742
H -0.129 -2.041 -20.051 -0.784 -1.000 -0.582
H -0.192 -0.285 -19.943 0.172 -0.070 -0.444
H -0.403 -1.146 -18.533 -0.245 -0.504 1.000
H 1.928 -2.174 -18.746 -0.604 -0.401 0.453
H 1.843 -1.939 -21.237 0.619 0.063 0.119
H 3.461 -1.864 -20.356 -1.155 0.684 -0.160
H 2.570 -0.355 -20.882 0.431 0.027 -0.406
O 5.074 -3.671 -19.164 0.895 0.701 -1.534
H 5.955 -3.936 -18.918 0.812 0.023 -0.064
H 4.567 -4.094 -18.518 -1.672 -0.879 1.630
O -1.717 -1.938 -15.975 -1.275 0.835 0.592
H -1.263 -2.663 -16.369 0.436 -1.079 -0.780
H -0.986 -1.393 -15.693 0.396 0.363 0.053
O 0.976 1.990 -19.473 -0.380 1.330 -0.035
H 0.841 1.857 -20.394 -0.170 0.188 -1.377
H 1.316 1.135 -19.207 0.965 -1.159 1.056
O -0.187 -3.689 -17.350 -1.174 -0.776 -0.763
H 0.106 -3.943 -18.234 0.061 0.046 0.141
H 0.572 -3.543 -16.822 1.387 0.445 0.678
O 6.359 -1.134 -19.781 -0.230 -0.834 -0.078
H 6.754 -1.242 -20.653 -0.126 0.093 0.048
H 5.669 -1.831 -19.724 0.535 0.636 -0.128
O 2.276 1.696 -16.663 -0.032 0.657 0.748
H 2.142 1.085 -17.412 0.109 -0.152 0.377
H 2.470 1.179 -15.869 0.028 -0.089 -0.594
O -1.498 2.027 -18.511 -0.884 0.342 1.536
H -1.966 1.841 -19.296 -1.434 -0.495 -1.270
H -0.637 2.036 -18.900 2.058 0.241 0.157
O 1.066 -1.000 -16.044 -1.067 -0.085 2.065
H 1.345 -0.831 -16.927 1.068 0.229 -2.263
H 0.653 -0.139 -15.892 0.044 0.048 0.361
O 4.210 -1.547 -17.225 1.346 -0.967 1.132
H 3.438 -1.205 -17.637 -1.879 1.242 -0.651
H 4.591 -2.086 -17.910 0.425 -0.220 -0.273
O -2.713 0.610 -20.815 -0.939 2.071 -0.940
H -2.638 -0.136 -20.266 0.381 -2.159 1.385
H -3.507 1.025 -20.432 0.346 -0.099 -0.447
O -3.097 -1.703 -18.865 -0.840 1.301 -0.725
H -2.554 -1.587 -18.101 0.596 0.325 1.268
H -2.929 -2.591 -19.121 0.105 -1.382 -0.359
O 1.174 -5.386 -19.476 -0.993 -2.641 1.796
H 1.354 -6.130 -18.806 -0.749 1.577 -1.468
H 2.015 -4.989 -19.514 1.685 1.173 -0.412
O 4.845 1.055 -18.685 -2.437 1.705 1.414
H 5.407 0.391 -18.964 1.935 -2.089 -0.961
H 4.136 0.564 -18.200 0.597 0.864 -0.649
O -2.166 -4.223 -19.742 -0.162 2.070 -0.534
H -1.523 -3.765 -20.314 -0.308 -0.419 0.351
H -1.933 -5.122 -19.724 0.588 -1.744 0.020
```
Forces are in eV/Å.

The charge is -1. The value obtained for the total energy is -34393.4433 eV. For the relative energy (zero: lowest compared OMol25 entry of this formula, charge and spin), the calculation gives 28.94 kcal per mole. The max |F| comes out at 0.06504 Eh/bohr. The LUMO energy comes out at 1.53 eV.

Löwdin atomic charge list, values in e, 2 entries:
1. C -0.03
2. C -0.58



# 2
C40H54BrF9IrN4O2PSSi | the ωB97M-V functional and the def2-TZVPD basis

Structure (XYZ):
```
114
Properties=species:S:1:pos:R:3:forces:R:3
Ir 1.992 -0.557 1.666 1.662 -0.735 0.612
C 4.681 -3.325 3.816 -0.172 -0.020 0.047
C 3.871 -2.543 2.841 0.080 -0.300 0.380
N 2.825 -1.864 3.158 -0.429 1.519 -1.083
O 2.547 -1.809 4.470 -0.227 -0.193 0.257
C 4.151 -2.542 1.403 0.400 0.043 -0.500
C 5.118 -3.476 0.786 0.073 0.006 -0.105
N 3.451 -1.676 0.747 -2.179 -0.297 -0.031
O 3.539 -1.573 -0.609 -0.375 -1.404 -1.546
H 4.650 -2.856 4.795 0.072 0.008 -0.001
H 5.713 -3.431 3.489 -0.010 0.039 -0.038
H 4.250 -4.325 3.922 0.031 -0.005 0.001
H 1.603 -1.588 4.549 -0.001 -0.004 -0.116
H 4.997 -4.476 1.204 0.015 0.029 0.053
H 6.145 -3.156 0.987 -0.034 0.022 0.087
H 4.980 -3.511 -0.289 0.073 -0.030 -0.002
C -2.394 -0.856 -4.486 -0.498 -0.349 -0.036
C -3.072 0.103 -3.511 1.248 1.061 0.682
C -4.280 0.791 -4.150 -0.207 -0.440 -0.116
C -3.450 -0.658 -2.236 -0.524 -0.353 -0.332
Si -1.783 1.505 -3.037 -0.900 -0.385 -0.689
Br -0.325 0.442 -1.598 0.451 -0.272 0.477
C -0.644 2.012 -4.523 -0.119 0.215 0.858
C 0.321 0.902 -4.952 0.103 0.044 -0.199
C -1.483 2.468 -5.723 0.127 -0.023 -0.109
C 0.210 3.194 -4.030 0.129 0.019 -0.383
C -2.541 2.919 -1.957 0.550 -0.105 -0.186
C -3.605 2.430 -0.970 -0.035 0.071 -0.008
C -1.441 3.591 -1.113 -0.175 0.219 0.014
C -3.168 3.962 -2.899 -0.037 0.016 0.109
H -3.048 -1.724 -4.639 0.001 0.027 -0.027
H -1.448 -1.240 -4.099 0.022 0.061 -0.015
H -2.239 -0.408 -5.466 0.071 0.001 0.019
H -4.971 0.025 -4.521 -0.011 0.021 0.023
H -4.006 1.401 -5.011 -0.005 0.058 0.051
H -4.839 1.401 -3.442 0.035 0.038 -0.024
H -4.257 -1.361 -2.480 0.045 -0.029 0.018
H -3.829 -0.017 -1.445 0.048 0.001 0.010
H -2.615 -1.245 -1.853 0.014 0.040 0.009
H -0.174 0.075 -5.456 -0.010 -0.007 0.040
H 0.895 0.508 -4.110 -0.019 0.000 0.002
H 1.035 1.327 -5.667 -0.029 0.026 0.009
H -2.065 1.656 -6.159 -0.049 0.017 0.046
H -0.810 2.824 -6.510 -0.003 0.038 0.029
H -2.153 3.291 -5.474 -0.034 -0.039 -0.023
H 0.828 2.926 -3.169 -0.040 0.010 0.023
H -0.395 4.064 -3.781 0.052 0.006 0.022
H 0.887 3.503 -4.834 -0.005 0.000 0.016
H -3.219 1.650 -0.307 -0.018 -0.014 -0.014
H -4.505 2.070 -1.466 0.013 -0.074 0.047
H -3.906 3.273 -0.339 0.005 0.022 -0.047
H -1.062 2.910 -0.347 0.018 -0.012 -0.018
H -1.874 4.456 -0.599 0.000 -0.011 -0.012
H -0.605 3.952 -1.707 0.019 -0.009 0.063
H -3.919 3.524 -3.558 0.013 0.029 -0.018
H -2.421 4.466 -3.511 -0.042 0.007 -0.018
H -3.671 4.729 -2.302 0.019 0.002 -0.003
C 4.677 -1.083 -4.484 0.111 -0.038 -0.095
N 3.859 -1.427 -3.320 0.200 -0.113 0.257
C 3.522 -2.660 -3.003 0.270 0.230 -0.388
S 2.562 -2.914 -1.542 1.038 1.480 1.357
N 3.841 -3.688 -3.758 -0.156 -0.278 0.159
C 3.456 -5.087 -3.537 -0.061 -0.098 -0.085
H 4.714 -0.002 -4.571 -0.048 0.001 0.013
H 4.225 -1.485 -5.392 -0.056 0.054 0.011
H 5.698 -1.458 -4.384 -0.025 -0.026 0.048
H 3.722 -0.724 -2.608 -0.186 0.129 -0.145
H 4.383 -3.511 -4.595 -0.076 0.121 -0.023
H 3.019 -5.202 -2.547 0.033 -0.022 -0.004
H 4.336 -5.722 -3.616 0.044 0.059 0.039
H 2.732 -5.404 -4.285 -0.040 0.082 0.008
F -5.575 3.628 4.239 0.034 -0.024 -0.002
C -5.476 3.223 2.970 -0.107 0.087 -0.113
F -5.440 4.312 2.189 0.044 0.009 0.052
F -6.576 2.536 2.658 0.035 -0.042 0.068
C -4.225 2.396 2.761 0.006 -0.055 -0.076
C -2.996 3.044 2.715 -0.039 0.021 0.003
C -1.843 2.315 2.498 0.083 -0.016 0.004
C -1.924 0.931 2.342 -0.141 -0.032 -0.506
C -3.163 0.287 2.357 0.074 -0.025 -0.112
C -4.314 1.022 2.587 -0.017 0.009 -0.014
P -0.439 -0.080 2.138 0.379 -0.227 1.024
C 0.881 0.930 2.919 -0.293 -0.107 -0.127
C 1.664 1.691 2.006 -0.238 0.227 0.549
C 2.739 2.449 2.480 0.031 0.079 -0.017
C 3.030 2.441 3.831 -0.005 -0.079 -0.079
C 2.244 1.728 4.746 -0.018 -0.017 0.092
C 1.186 0.975 4.299 0.040 0.112 -0.052
C 4.270 3.188 4.288 0.166 0.055 -0.011
F 5.349 2.607 3.730 -0.027 -0.022 0.018
F 4.417 3.156 5.607 -0.070 -0.011 0.000
F 4.236 4.455 3.883 -0.055 0.000 0.004
C -0.735 -1.534 3.187 0.027 0.018 -0.154
C -1.487 -1.490 4.368 0.049 0.056 0.024
C -1.734 -2.655 5.072 -0.005 0.047 -0.004
C -1.257 -3.869 4.590 0.038 0.002 0.072
C -0.496 -3.927 3.434 -0.008 0.004 -0.036
C -0.239 -2.759 2.731 -0.138 -0.012 0.134
C -1.594 -5.127 5.364 0.032 -0.125 0.088
F -1.164 -5.018 6.628 0.009 0.015 -0.030
F -2.913 -5.321 5.392 0.005 0.040 -0.029
F -1.022 -6.207 4.822 0.008 0.046 -0.011
H -2.949 4.118 2.843 0.014 -0.005 -0.006
H -0.889 2.825 2.467 -0.022 0.023 0.014
H -3.229 -0.782 2.199 -0.056 0.010 0.011
H -5.278 0.533 2.618 0.007 -0.001 -0.025
H 1.318 1.824 0.974 0.082 -0.208 -0.075
H 3.341 3.040 1.801 -0.026 -0.006 -0.021
H 2.483 1.764 5.800 -0.002 0.042 -0.008
H 0.570 0.432 5.008 -0.002 -0.001 -0.009
H -1.887 -0.551 4.730 -0.030 -0.014 -0.014
H -2.307 -2.628 5.990 -0.018 0.005 -0.016
H -0.132 -4.881 3.077 -0.025 0.001 -0.011
H 0.332 -2.791 1.811 -0.076 -0.066 -0.056
```
Forces are in eV/Å.

The charge is +3. The expectation value of S² is 0.803. Its spin multiplicity is 2. The value obtained for the total energy is -177725.4209 eV. For the relative energy (zero: lowest compared OMol25 entry of this formula, charge and spin), the calculation gives 94.08 kcal per mole. The max |F| comes out at 0.04396 Eh/bohr. The LUMO energy (alpha / beta) comes out at -10.62 / -10.70 eV.

Löwdin atomic charge list, values in e, 2 entries:
1. Ir 1.08
2. C 0.04



# 3
C35H55CoN4OP2 | the ωB97M-V functional and the def2-TZVPD basis

Structure (XYZ):
```
98
Properties=species:S:1:pos:R:3:forces:R:3
C 2.955 1.390 0.769 0.111 0.413 -0.160
C 0.826 2.419 0.835 1.925 -0.552 0.666
C 3.567 2.521 1.303 -0.010 -0.096 -0.057
C 1.395 3.500 1.547 -0.325 0.047 -0.290
C 2.759 3.556 1.769 0.135 -0.197 0.325
H 4.654 2.555 1.330 -0.225 0.147 0.146
H 0.729 4.308 1.863 0.403 -0.134 -0.193
H 3.188 4.406 2.299 -0.079 -0.189 -0.223
N 1.622 1.301 0.670 -0.761 1.086 -0.583
P 2.822 -1.261 -0.064 0.854 -0.547 -0.047
P -2.021 1.907 -0.153 -0.419 1.471 0.877
C 3.801 0.282 0.140 0.138 0.228 0.131
H 4.140 0.600 -0.859 -0.198 0.167 0.414
H 4.704 0.128 0.744 -0.192 0.048 -0.201
C -0.450 2.691 0.190 -1.536 -0.262 1.574
H -0.757 3.723 0.513 0.647 -0.976 -0.687
C -2.902 3.465 -0.890 -0.092 -0.311 0.191
C -3.227 1.110 1.186 0.123 -0.468 -0.008
C 3.114 -2.019 -1.787 0.600 -0.136 0.477
C 3.521 -2.276 1.372 -0.035 -0.053 -0.651
C -3.409 2.913 -2.230 -0.113 0.030 -0.274
H -4.164 2.123 -2.095 0.164 0.252 0.010
H -3.855 3.715 -2.841 0.112 -0.239 0.171
H -2.574 2.467 -2.786 -0.496 0.273 0.173
C -4.065 4.027 -0.067 -0.267 0.199 0.023
H -4.864 3.301 0.128 0.259 0.310 -0.039
H -3.714 4.451 0.883 -0.122 -0.110 -0.300
H -4.515 4.861 -0.630 0.152 -0.276 0.062
C -1.913 4.620 -1.105 0.275 0.036 -0.096
H -2.255 5.272 -1.916 -0.109 -0.134 0.104
H -1.795 5.256 -0.218 -0.182 -0.216 -0.062
H -0.919 4.240 -1.360 -0.563 0.543 0.012
C -4.490 0.631 0.435 -0.026 0.148 -0.153
H -4.207 -0.053 -0.382 -0.110 0.209 0.247
H -5.125 0.055 1.129 0.257 0.236 -0.128
H -5.108 1.435 0.012 0.255 -0.307 0.154
C -2.555 -0.133 1.762 0.165 -0.218 -0.005
H -2.265 -0.829 0.968 -0.010 0.192 0.315
H -1.682 0.122 2.373 -0.124 -0.033 -0.230
H -3.261 -0.658 2.426 0.107 0.245 -0.205
C -3.473 2.065 2.356 -0.063 0.346 -0.014
H -3.991 2.988 2.094 0.110 -0.303 0.092
H -4.094 1.550 3.103 0.170 -0.016 -0.171
H -2.520 2.323 2.835 -0.197 -0.042 -0.052
C 2.767 -3.611 1.425 0.071 -0.132 0.174
H 3.201 -4.212 2.238 -0.174 0.011 -0.208
H 1.703 -3.461 1.650 0.285 -0.076 -0.063
H 2.852 -4.187 0.493 0.037 0.145 0.234
C 3.290 -1.513 2.688 -0.130 -0.005 -0.078
H 3.805 -0.546 2.704 -0.082 -0.154 0.034
H 2.228 -1.357 2.899 0.237 0.039 -0.018
H 3.704 -2.126 3.501 -0.090 0.160 -0.132
C 5.034 -2.511 1.228 0.063 -0.274 0.194
H 5.398 -2.912 2.185 0.012 0.052 -0.225
H 5.282 -3.236 0.447 -0.072 0.194 0.263
H 5.592 -1.587 1.035 -0.083 -0.208 0.039
C 3.313 -0.855 -2.760 -0.161 0.074 -0.011
H 4.274 -0.342 -2.618 -0.214 -0.199 -0.114
H 3.275 -1.236 -3.791 0.045 0.084 0.225
H 2.501 -0.127 -2.641 0.281 -0.239 0.033
C 1.836 -2.781 -2.187 -0.015 0.093 0.091
H 0.950 -2.128 -2.160 0.303 -0.130 -0.074
H 1.954 -3.155 -3.215 -0.013 0.021 0.248
H 1.637 -3.636 -1.526 0.083 0.150 -0.131
C 4.325 -2.953 -1.862 0.042 -0.152 -0.449
H 5.258 -2.440 -1.585 -0.290 -0.197 -0.062
H 4.199 -3.858 -1.250 0.079 0.313 -0.159
H 4.428 -3.284 -2.909 0.049 0.038 0.283
Co 0.840 -0.421 -0.088 -0.326 -0.026 -0.344
C 0.288 -1.267 1.287 -1.861 -1.746 4.580
O -0.097 -1.861 2.224 0.977 1.034 -2.216
N 0.256 0.644 -1.454 -1.754 4.228 -1.322
C -0.159 1.782 -1.712 2.675 -3.753 -1.463
C 0.097 2.352 -3.168 -0.555 0.932 -0.248
C -0.230 3.797 -3.470 -0.287 0.695 -0.517
C 1.574 2.210 -3.497 0.706 -0.441 0.150
C -0.695 1.492 -4.150 -0.270 -0.514 0.032
H -1.287 4.031 -3.371 0.187 0.032 0.013
H 0.372 4.495 -2.882 -0.117 -0.007 0.021
H 0.011 3.996 -4.527 0.031 -0.195 0.348
H 1.836 1.160 -3.626 -0.027 0.235 0.031
H 1.816 2.718 -4.443 -0.248 -0.072 0.295
H 2.207 2.641 -2.716 -0.009 -0.042 -0.032
H -0.374 1.726 -5.178 -0.135 -0.110 0.359
H -0.515 0.433 -3.932 0.018 0.146 -0.254
H -1.776 1.667 -4.074 0.366 -0.125 -0.285
N -3.621 -0.886 -4.923 0.927 -1.145 2.087
C -3.202 -1.421 -3.970 -1.032 1.029 -1.729
C -2.645 -2.039 -2.790 0.058 0.262 0.434
C -2.711 -3.417 -2.559 0.253 -0.299 0.062
C -2.057 -3.944 -1.444 -0.029 0.592 0.103
C -1.340 -3.069 -0.612 -0.275 -0.411 -0.903
N -1.240 -1.765 -0.867 -1.224 0.222 -0.173
C -1.978 -1.228 -1.858 0.581 -0.941 -0.145
H -3.267 -4.053 -3.250 0.252 0.141 0.198
H -2.066 -5.002 -1.203 -0.176 0.126 -0.135
H -0.837 -3.459 0.276 0.074 0.199 -0.283
H -2.010 -0.138 -1.941 0.251 -0.467 -0.096
```
Forces are in eV/Å.

The charge is +1. The expectation value of S² is 3.824. Its spin multiplicity is 4. The value obtained for the total energy is -101389.9704 eV. For the relative energy (zero: lowest compared OMol25 entry of this formula, charge and spin), the calculation gives 81.97 kcal per mole. The max |F| comes out at 0.10197 Eh/bohr. The LUMO energy (alpha / beta) comes out at -2.72 / -4.72 eV.

Löwdin atomic charge list, values in e, 2 entries:
1. C -0.29
2. C -0.26



# 4
C2HI2N3 | the ωB97M-V functional and the def2-TZVPD basis

Structure (XYZ):
```
8
Properties=species:S:1:pos:R:3:forces:R:3
C 0.854 0.258 0.797 2.313 0.527 -0.103
C -1.280 -0.196 0.176 -0.513 -0.327 1.131
N 1.597 -0.628 0.373 -0.447 0.109 0.238
N 0.725 1.404 1.244 -0.301 -0.119 0.288
N -1.524 -0.507 -0.903 -0.329 -0.077 -0.692
I 1.420 -2.605 0.190 -0.347 -0.119 0.052
I 0.041 2.791 -0.044 -0.165 0.204 -0.011
H -1.834 -0.517 -1.834 -0.211 -0.198 -0.904
```
Forces are in eV/Å.

The charge is 0. The value obtained for the total energy is -22757.5738 eV. For the relative energy (zero: lowest compared OMol25 entry of this formula, charge and spin), the calculation gives 53.10 kcal per mole. The max |F| comes out at 0.04618 Eh/bohr. The LUMO energy comes out at -0.44 eV.

Löwdin atomic charge list, values in e, 2 entries:
1. C -0.74
2. C -0.11